No. 1
Computed, not measured: a 3-piece molecular cluster, C29H37BO4 overall at a distorted geometry, with the ωB97M-V functional and the def2-TZVPD basis.

Each line ends with the Mulliken charge.
CARTESIAN COORDINATES (ANGSTROEM)
C (3.14096, -2.07531, 5.22915)  -0.734
O (1.87668, -1.38362, 5.09945)  -0.381
C (1.38314, -0.95362, 3.89923)  0.453
C (0.94238, 0.39767, 3.78232)  -0.931
C (-0.01456, 0.74021, 2.85104)  -0.715
C (-0.67885, -0.33607, 2.15215)  1.261
C (-2.06379, -0.41102, 2.46618)  -0.452
O (-2.98032, -1.06694, 1.80383)  -0.124
C (-3.76281, -1.96658, 2.56120)  -0.987
C (0.08296, -1.53254, 1.92623)  -0.920
C (1.02891, -1.88996, 2.86536)  -0.286
H (3.84506, -1.38472, 5.70577)  0.257
H (2.96669, -2.90736, 5.90587)  0.224
H (3.51705, -2.43893, 4.26775)  0.355
H (1.24010, 1.07424, 4.57455)  0.405
H (-0.36626, 1.76708, 2.67076)  0.435
H (-2.35036, -0.10543, 3.51562)  0.429
H (-3.92509, -2.77799, 1.84833)  0.279
H (-3.30102, -2.32059, 3.48371)  0.388
H (-4.70430, -1.50111, 2.81840)  0.336
H (-0.16022, -2.15868, 1.06404)  0.368
H (1.36034, -2.93854, 2.93212)  0.375
C (-5.24719, 4.39757, 0.22132)  -1.484
C (-3.78236, 4.35348, 0.69084)  1.558
C (-3.44983, 5.52568, 1.63772)  -2.106
C (-3.35440, 2.97071, 1.32931)  1.753
C (-3.16104, 2.92284, 2.84929)  -1.815
C (-4.34996, 1.81986, 1.21677)  -0.569
O (-2.04642, 2.70615, 0.74412)  0.255
B (-1.77092, 3.73163, -0.14999)  0.290
C (-0.43170, 3.84707, -0.92033)  0.485
C (-0.42634, 4.90750, -1.85984)  -0.599
C (0.77706, 5.46115, -2.29963)  -0.420
C (1.99924, 4.85008, -1.97445)  -0.539
C (1.94701, 3.56827, -1.40004)  -0.349
C (0.73693, 3.03200, -0.90180)  -0.633
C (-2.94599, -0.76477, -1.20322)  0.166
C (-1.53289, -1.19862, -1.35996)  -0.805
C (-3.78209, 0.11200, -1.95773)  0.505
C (-5.20160, -0.11957, -1.90238)  -0.500
C (-6.14768, 0.74833, -2.45815)  -0.566
C (-5.77229, 2.03808, -2.87703)  -0.417
C (-4.38387, 2.33264, -2.91550)  -0.226
C (-3.42442, 1.39079, -2.54699)  -0.206
O (-2.88931, 4.50111, -0.44590)  -0.702
H (-5.92944, 3.97362, 0.98475)  0.267
H (-5.58777, 5.42870, 0.03999)  0.463
H (-5.39496, 3.84877, -0.72386)  0.163
H (-4.11070, 5.51876, 2.52223)  0.359
H (-2.38972, 5.47623, 1.95485)  0.315
H (-3.56577, 6.48034, 1.10061)  0.507
H (-4.14859, 2.87005, 3.33998)  0.492
H (-2.61150, 2.03287, 3.15374)  0.164
H (-2.59600, 3.75897, 3.29825)  0.383
H (-5.11261, 1.88347, 2.03014)  0.619
H (-4.88310, 1.71709, 0.26925)  0.043
H (-3.79485, 0.89419, 1.38979)  -0.802
H (-1.37790, 5.23056, -2.27810)  0.360
H (0.75546, 6.36887, -2.89148)  0.368
H (2.94941, 5.35811, -2.17646)  0.385
H (2.86736, 2.98563, -1.37284)  0.380
H (0.67932, 1.98125, -0.59995)  0.431
H (-3.36289, -0.87574, -0.18825)  -0.134
H (-1.18801, -1.33976, -0.32701)  -0.153
H (-1.27522, -2.11432, -1.90389)  0.374
H (-0.92918, -0.41565, -1.80546)  0.224
H (-5.55581, -1.02665, -1.40004)  0.378
H (-7.21210, 0.46089, -2.49343)  0.317
H (-6.52467, 2.76923, -3.22064)  0.397
H (-4.09742, 3.35092, -3.21423)  0.300
H (-2.36777, 1.65314, -2.63970)  0.293

Atomic forces in eV per Å
-0.6 0.5 -0.1
0.6 0.2 0.0
-1.1 -0.4 -0.8
0.5 -1.1 0.4
-0.2 -0.4 -0.1
-0.3 0.5 1.0
1.2 1.2 1.2
0.6 -0.9 -0.6
-0.8 -0.6 -0.4
-0.2 0.0 -0.5
0.5 0.6 0.8
0.0 -0.1 -0.3
0.0 -0.1 0.0
-0.1 0.1 0.1
0.3 0.2 -0.3
0.0 -0.6 0.5
0.2 0.2 -1.3
-0.3 -0.2 0.5
0.3 0.1 -0.3
-0.4 0.2 0.0
-0.1 -0.3 0.8
0.2 0.7 -0.3
-0.2 0.1 0.0
-0.1 0.1 0.3
0.0 0.0 -0.1
-0.1 -0.3 1.2
0.3 1.4 1.1
-0.5 -0.7 -0.8
-0.4 0.8 0.0
-1.0 -1.9 -0.7
0.4 -0.1 -1.5
0.8 -0.1 0.4
0.2 -0.3 0.0
-0.8 -0.1 0.3
-0.3 -0.1 -0.1
0.1 1.0 -0.2
-0.3 -0.1 0.6
0.0 0.9 0.8
-1.2 1.6 -0.4
0.1 0.1 -0.1
0.0 0.4 0.4
0.7 -0.5 -0.3
-0.7 0.0 0.0
0.1 -0.8 0.1
0.5 -0.1 0.8
0.4 0.2 -0.3
0.3 -0.2 0.1
0.2 0.0 0.5
0.3 0.0 -0.3
-0.6 -0.1 0.0
-0.1 -0.4 0.1
0.6 0.3 0.0
-0.1 -0.1 -0.4
-0.2 -0.2 -0.4
0.5 0.1 -0.8
0.2 0.1 -0.1
-0.2 0.2 -0.2
0.1 0.5 0.6
0.1 -0.1 -0.1
-0.4 -0.4 -0.1
-0.3 0.0 0.2
0.1 0.5 0.5
0.0 -0.8 -0.9
0.1 0.0 -0.4
-0.6 -0.1 -0.1
0.3 0.3 -0.2
0.2 0.2 -0.4
0.6 0.1 0.2
0.5 -0.5 0.2
0.1 -0.6 0.1
-0.3 0.0 0.1

Values from the calculation:
Charge ... 0
Lowest unoccupied orbital energy ... -1.9 eV
Kohn-Sham gap ... 2.810 eV
Relative energy (zero: lowest compared OMol25 entry of this formula, charge and spin) ... 8.5030 eV
HOMO level ... -4.71 eV
Multiplicity ... 1



No. 2
Computed, not measured: C29H37Br2KN3O6S2Si as an isolated structure at a distorted geometry, with the ωB97M-V functional and the def2-TZVPD basis.

Each line ends with the Mulliken charge.
CARTESIAN COORDINATES (ANGSTROEM)
K (-0.53719, -1.21937, 0.02832)  0.638
Br (-2.69166, 1.68876, 5.36610)  -0.210
C (-2.14541, 1.44845, 3.56521)  -0.042
C (-0.80225, 1.49944, 3.24897)  -0.696
C (-0.47346, 1.34843, 1.90754)  -0.213
N (-1.37305, 1.16823, 0.95342)  -0.451
C (-2.66430, 1.10061, 1.27385)  1.033
C (-3.10017, 1.24400, 2.58973)  -0.632
C (-3.59970, 0.88177, 0.14251)  0.302
C (-4.98442, 0.95445, 0.28694)  -0.456
C (-5.76174, 0.73501, -0.82803)  -0.176
Br (-7.64559, 0.81296, -0.68884)  -0.213
C (-5.18786, 0.42247, -2.04213)  -0.638
C (-3.80219, 0.37450, -2.07843)  -0.119
N (-3.02690, 0.63318, -1.03635)  -0.115
H (-0.04181, 1.64460, 4.00136)  0.460
H (0.56528, 1.38119, 1.58674)  0.466
H (-4.14416, 1.18415, 2.85623)  0.453
H (-5.45323, 1.16844, 1.23530)  0.419
H (-5.78549, 0.19708, -2.91256)  0.426
H (-3.28356, 0.15213, -3.00498)  0.346
C (-0.18849, 0.12020, -3.67960)  -1.480
C (0.84913, -0.94770, -3.33347)  1.889
C (0.15598, -2.29400, -3.10913)  -1.279
C (1.86770, -1.08579, -4.46860)  -1.598
O (1.47014, -0.51335, -2.12701)  0.285
Si (2.87343, -1.02163, -1.40614)  -0.458
S (2.83755, -0.21121, 0.47335)  -0.828
O (2.77955, -2.67267, -1.52359)  0.637
C (3.76218, -3.67594, -1.30608)  1.629
C (3.00577, -4.91401, -0.82344)  -1.860
C (4.46943, -3.97004, -2.63230)  -1.496
C (4.79394, -3.26841, -0.25215)  -1.468
O (4.18001, -0.67218, -2.37129)  0.105
C (4.95879, 0.51848, -2.49044)  1.616
C (4.07046, 1.76347, -2.52146)  -1.334
C (5.71451, 0.38841, -3.81233)  -1.711
C (5.96292, 0.61664, -1.33897)  -1.655
H (-0.80261, -0.20437, -4.52285)  0.457
H (0.30749, 1.05853, -3.93488)  0.412
H (-0.82866, 0.29813, -2.81262)  0.051
H (-0.22600, -2.68630, -4.05344)  0.485
H (-0.67697, -2.18523, -2.41560)  0.281
H (0.87629, -2.99545, -2.69340)  -0.128
H (1.35784, -1.33750, -5.40082)  0.573
H (2.58272, -1.87336, -4.22584)  0.157
H (2.41767, -0.15309, -4.60424)  0.217
H (2.26662, -5.21657, -1.56797)  0.353
H (2.48482, -4.67316, 0.10478)  0.406
H (3.69393, -5.74204, -0.64332)  0.414
H (3.75528, -4.32807, -3.37747)  0.300
H (5.24191, -4.72856, -2.48528)  0.483
H (4.93160, -3.05364, -3.00055)  0.086
H (4.28625, -2.91894, 0.64720)  0.297
H (5.41045, -2.45240, -0.62855)  0.154
H (5.43724, -4.11476, -0.00213)  0.519
H (3.28043, 1.64417, -3.26647)  0.213
H (4.66204, 2.64920, -2.76367)  0.527
H (3.60223, 1.90153, -1.54624)  0.213
H (5.01605, 0.35243, -4.65120)  0.336
H (6.29948, -0.53364, -3.81467)  0.331
H (6.39128, 1.23440, -3.94734)  0.420
H (5.41967, 0.64635, -0.39501)  0.236
H (6.57531, 1.51581, -1.44079)  0.491
H (6.61982, -0.25662, -1.33793)  0.327
O (-4.79321, -2.21305, -0.04911)  -0.695
S (-3.39832, -2.55671, 0.00062)  1.200
O (-2.64990, -2.34485, -1.22581)  -0.633
N (-2.60004, -1.89332, 1.22004)  -0.266
C (-1.96202, -2.82719, 1.95085)  0.071
O (-1.10400, -2.59639, 2.79196)  -0.731
C (-2.37030, -4.23873, 1.59001)  0.265
C (-1.97938, -5.42460, 2.18557)  -0.694
C (-2.45033, -6.61494, 1.64585)  -0.448
C (-3.28249, -6.62017, 0.52996)  -0.511
C (-3.67014, -5.42758, -0.06884)  -0.646
C (-3.19925, -4.25812, 0.48755)  0.152
H (-1.32345, -5.41107, 3.04626)  0.513
H (-2.15661, -7.55749, 2.09114)  0.386
H (-3.62080, -7.56272, 0.11863)  0.386
H (-4.31531, -5.40438, -0.93788)  0.462

Atomic forces in eV per Å
1.6 0.5 -0.7
0.0 0.0 0.0
0.0 0.1 0.1
-0.1 0.0 -0.1
0.2 0.2 0.2
-0.1 0.1 0.0
0.2 0.3 0.4
0.0 0.0 -0.1
-0.2 0.1 -0.4
0.1 0.1 0.1
-0.1 -0.1 -0.1
-0.1 0.0 0.0
0.1 -0.1 0.0
0.0 0.3 -0.1
0.0 -0.2 0.1
0.0 0.0 0.0
0.0 -0.1 0.0
0.0 0.0 0.0
0.0 0.0 0.0
0.0 0.0 0.0
-0.1 -0.1 0.0
0.1 -0.1 0.1
-0.1 0.0 -0.4
0.2 0.2 0.1
0.0 0.0 0.2
-0.4 -0.1 -0.4
0.1 0.5 0.9
0.0 -0.2 -0.1
0.1 -0.1 -0.1
0.2 -0.3 0.0
0.0 0.2 0.0
-0.1 0.1 0.1
-0.2 0.1 0.0
0.2 0.1 0.0
0.1 0.1 -0.2
-0.1 -0.2 0.1
-0.1 -0.1 0.0
-0.2 -0.1 0.0
0.0 0.0 0.0
0.0 0.0 0.0
0.0 0.0 0.0
-0.1 0.0 0.0
-0.1 -0.1 -0.2
0.0 -0.1 0.0
0.0 0.0 0.0
0.0 0.0 -0.1
0.0 0.0 0.0
0.0 0.0 0.0
0.0 -0.1 0.0
0.0 0.0 0.0
0.0 0.0 0.0
0.0 0.0 0.0
0.0 0.0 0.0
0.0 0.0 0.0
0.0 0.1 0.0
0.0 0.0 0.0
0.0 0.0 0.0
0.0 0.0 0.0
-0.1 0.0 0.0
0.0 0.0 0.0
0.0 0.0 0.0
0.0 0.0 0.0
0.0 0.0 0.1
0.0 0.0 0.0
0.0 0.0 0.0
-0.1 0.1 0.1
-0.3 -0.4 0.0
-0.1 -0.2 -0.2
-1.0 -0.2 0.0
0.1 -0.4 0.7
0.0 0.0 0.0
0.0 -0.1 -0.1
0.0 0.0 0.0
0.1 0.0 0.0
0.0 0.0 0.0
-0.1 0.0 -0.1
0.2 0.3 0.2
0.0 0.0 0.0
0.0 0.0 0.0
0.0 0.0 0.0
0.0 -0.1 0.0

Values from the calculation:
Charge ... -1
Lowest unoccupied orbital energy ... 2.2 eV
Kohn-Sham gap ... 6.799 eV
Relative energy (zero: lowest compared OMol25 entry of this formula, charge and spin) ... 0.7341 eV
HOMO level ... -4.63 eV
Multiplicity ... 1



No. 3
Computed, not measured: C29H37CsN5S2SbSe as an isolated structure, with the ωB97M-V functional and the def2-TZVPD basis.

Each line ends with the natural charge from an NBO analysis.
CARTESIAN COORDINATES (ANGSTROEM)
Cs (-0.28099, -0.53260, -0.78081)  0.917
S (2.37300, 1.30795, 0.10919)  -0.480
C (2.15400, 0.92390, 1.77752)  0.150
N (2.96018, 1.38722, 2.67407)  -0.329
N (2.80945, 1.16495, 4.00310)  -0.448
C (3.77355, 1.56291, 4.87844)  0.273
C (3.55605, 1.39360, 6.25685)  -0.300
C (4.50737, 1.78790, 7.17606)  -0.199
C (5.70209, 2.36545, 6.75985)  -0.300
C (5.91807, 2.53467, 5.39723)  -0.190
C (4.98031, 2.14332, 4.46002)  -0.302
N (1.02053, 0.02003, 2.02177)  -0.177
N (0.62433, -0.03241, 3.19770)  -0.232
C (-0.44114, -0.94786, 3.42916)  0.185
C (-0.35724, -1.69800, 4.59871)  -0.242
C (-1.33509, -2.63361, 4.89352)  -0.215
C (-2.41249, -2.79788, 4.03597)  -0.218
C (-2.51020, -2.02235, 2.89060)  -0.179
C (-1.53072, -1.09150, 2.57756)  -0.236
H (1.95174, 0.74416, 4.32946)  0.402
H (2.62584, 0.95027, 6.59471)  0.201
H (4.31169, 1.64486, 8.23275)  0.196
H (6.44792, 2.67585, 7.48066)  0.194
H (6.84240, 2.98256, 5.04973)  0.197
H (5.15039, 2.27580, 3.40149)  0.245
H (0.49491, -1.55324, 5.25099)  0.211
H (-1.25165, -3.23870, 5.78783)  0.203
H (-3.17546, -3.53389, 4.25600)  0.207
H (-3.35418, -2.13552, 2.22262)  0.224
H (-1.66805, -0.49173, 1.68997)  0.231
C (1.34169, 5.78566, 1.04854)  -0.617
C (0.81689, 4.52513, 1.71733)  -0.772
Sb (-0.50120, 3.20789, 0.60218)  1.048
C (0.20029, 3.64116, -1.39567)  -0.756
C (-0.34406, 4.88616, -2.07744)  -0.620
C (-2.32400, 4.41489, 0.58441)  -0.774
C (-2.23690, 5.89943, 0.90025)  -0.614
H (2.05548, 6.31224, 1.69159)  0.188
H (0.53929, 6.48395, 0.80381)  0.192
H (1.86216, 5.54353, 0.11972)  0.204
H (0.30066, 4.76026, 2.65360)  0.200
H (1.65326, 3.87078, 1.97752)  0.238
H (-0.03916, 2.75202, -1.98338)  0.217
H (1.28826, 3.66657, -1.31288)  0.228
H (-1.43391, 4.86440, -2.13965)  0.204
H (0.03897, 4.98093, -3.09931)  0.189
H (-0.06541, 5.79348, -1.53778)  0.193
H (-2.98623, 3.91221, 1.29245)  0.218
H (-2.78436, 4.25057, -0.39264)  0.223
H (-1.70451, 6.08223, 1.83733)  0.191
H (-3.22873, 6.35519, 0.99511)  0.188
H (-1.70311, 6.44134, 0.11662)  0.193
S (-5.42597, 1.39982, -0.89044)  -0.419
C (-3.79634, 1.18115, -0.97861)  0.121
N (-2.63695, 1.03893, -1.04428)  -0.675
C (0.10502, -9.89041, 0.68389)  -0.613
C (0.06403, -8.42533, 0.33868)  -0.073
C (-0.47551, -7.49087, 1.21152)  -0.250
C (-0.51903, -6.13471, 0.91004)  0.044
C (-1.11967, -5.18337, 1.90004)  -0.653
C (-0.00633, -5.66688, -0.31699)  -0.182
Se (-0.09498, -3.81684, -0.73990)  -0.585
C (0.55478, -6.60794, -1.20231)  -0.040
C (1.12497, -6.19596, -2.53082)  -0.639
C (0.57566, -7.95589, -0.86389)  -0.228
H (-0.33561, -10.07094, 1.66593)  0.200
H (1.13061, -10.26991, 0.70617)  0.199
H (-0.44642, -10.49397, -0.04275)  0.198
H (-0.87914, -7.82515, 2.16429)  0.180
H (-1.45408, -5.70643, 2.79966)  0.183
H (-1.96378, -4.65020, 1.45755)  0.228
H (-0.40278, -4.40784, 2.18007)  0.233
H (1.43998, -5.15502, -2.50343)  0.251
H (0.37068, -6.28282, -3.31874)  0.205
H (1.97140, -6.83138, -2.80392)  0.187
H (1.01639, -8.65905, -1.56740)  0.179

Atomic forces in eV per Å
0.3 -0.3 -0.3
0.2 0.1 0.0
-0.2 -0.2 0.1
0.2 0.1 -0.2
-0.4 -0.2 0.0
0.2 0.1 0.2
-0.1 0.0 -0.1
0.1 0.0 0.0
0.0 0.0 0.0
0.0 0.0 0.0
-0.1 0.0 -0.1
0.4 0.4 0.2
0.1 0.0 0.0
-0.1 0.0 -0.1
0.0 0.0 -0.1
0.0 0.0 0.0
-0.1 0.0 0.0
0.0 0.0 0.0
-0.2 -0.2 0.1
0.0 0.0 0.0
0.0 0.0 0.0
0.0 0.0 0.0
0.0 0.0 0.0
0.0 0.0 0.0
0.0 0.0 0.0
0.0 0.0 0.0
0.0 0.0 0.0
0.0 0.0 0.0
0.0 0.0 0.0
0.2 0.2 0.1
0.0 0.1 -0.1
0.0 -0.1 0.0
-0.2 -0.3 0.2
0.1 0.0 0.0
-0.1 0.1 0.0
0.0 -0.1 -0.1
0.1 0.1 0.0
0.0 0.0 0.0
0.0 0.0 0.0
0.0 0.0 0.0
0.0 0.0 0.0
0.0 0.0 0.0
0.0 0.0 0.0
0.0 0.0 0.0
0.0 0.0 0.0
0.0 0.0 0.0
0.0 0.0 0.0
0.0 0.0 0.0
0.0 0.0 0.0
0.0 0.0 0.0
0.0 0.0 0.0
0.0 0.0 0.0
-0.1 0.0 0.0
0.1 0.1 0.0
-0.4 0.3 -0.1
0.0 0.0 0.0
0.0 0.0 0.0
0.0 -0.1 0.0
0.0 0.0 0.0
0.0 0.0 0.0
-0.1 0.0 0.0
0.0 -0.2 0.0
0.0 0.0 0.0
0.0 0.0 0.0
0.0 0.0 0.1
0.0 0.0 0.0
0.0 0.0 0.0
0.0 0.0 0.0
0.0 0.0 0.0
0.0 0.0 0.0
0.0 0.0 0.0
0.0 0.0 0.0
0.0 0.0 0.0
0.0 0.1 0.0
0.0 0.0 0.0
0.0 0.0 0.0

Values from the calculation:
Charge ... -2
Lowest unoccupied orbital energy ... 3.9 eV
Kohn-Sham gap ... 5.722 eV
HOMO level ... -1.83 eV
Multiplicity ... 1



no.,electronic energy (eV)
1,-39533.2165
2,-233397.0490
3,-132227.2943